(1)
Density functional theory data (ωB97M-V/def2-TZVPD) for an isolated molecule of C12H13ClN4O2S at a distorted geometry.

Geometry (Å):
N -5.708 -2.471 -0.268
C -4.795 -1.391 0.045
C -3.383 -1.777 -0.425
C -2.402 -0.739 -0.055
N -1.427 -0.828 0.782
N -0.810 0.373 0.819
C -1.451 1.147 -0.009
S -1.129 2.796 -0.387
C 0.212 3.141 0.808
C 1.584 2.684 0.302
O 2.364 3.468 -0.185
N 1.783 1.359 0.487
C 2.888 0.588 0.120
C 4.058 1.128 -0.406
C 5.106 0.290 -0.740
C 5.014 -1.079 -0.560
C 3.844 -1.606 -0.036
Cl 3.703 -3.313 0.196
C 2.782 -0.790 0.306
O -2.477 0.509 -0.602
H -6.624 -2.293 0.126
H -5.813 -2.573 -1.272
H -4.787 -1.264 1.132
H -5.071 -0.424 -0.411
H -3.388 -1.897 -1.511
H -3.088 -2.716 0.039
H -0.058 2.670 1.751
H 0.220 4.226 0.904
H 0.995 0.824 0.862
H 4.137 2.192 -0.552
H 6.012 0.712 -1.148
H 5.833 -1.731 -0.821
H 1.877 -1.215 0.713

Summary:
E_HOMO, eV: -8.56
Gap between HOMO and LUMO, eV: 9.04

Which charges does Mulliken predict for the atoms? In e, they are: N -0.565; C -0.557; C -0.575; C 0.628; N -0.826; N -0.108; C 0.505; S -0.137; C -0.894; C 0.729; O -0.634; N 0.029; C 0.711; C -0.649; C -0.478; C -0.562; C 0.136; Cl -0.226; C -0.683; O -0.320; H 0.235; H 0.217; H 0.381; H 0.286; H 0.337; H 0.272; H 0.390; H 0.409; H 0.188; H 0.485; H 0.377; H 0.416; H 0.485

***

(2)
Density functional theory data (ωB97M-V/def2-TZVPD) for C12H13ClO2Pd as an isolated structure at a distorted geometry.

Geometry (Å):
C 0.874 -1.137 -0.004
C 0.919 -1.321 -1.393
C -0.326 -1.879 -1.800
H 1.718 -0.968 -2.040
C -1.134 -2.033 -0.655
C -0.382 -1.592 0.458
H -0.664 -1.741 1.499
H 1.674 -0.767 0.631
H -0.659 -2.053 -2.813
H -2.126 -2.492 -0.590
Pd -0.564 -0.153 -0.912
Cl 1.115 2.118 -0.617
C 0.041 2.292 -3.289
C -1.195 1.615 -3.566
C -0.879 0.405 -4.265
H -2.183 2.034 -3.408
C 0.539 0.332 -4.406
C 1.104 1.490 -3.805
H 2.156 1.771 -3.798
H 0.135 3.271 -2.832
H -1.603 -0.266 -4.725
H 1.093 -0.410 -4.976
C -3.116 2.887 -0.278
C -2.704 1.492 -0.024
O -3.208 0.694 0.768
O -1.660 1.284 -0.885
H -3.849 3.245 0.442
H -3.561 2.967 -1.288
H -2.228 3.559 -0.256

Summary:
ΔE to the lowest compared entry with this formula, charge and spin, kJ/mol: 170.9
Spin multiplicity: 3
E_HOMO (spin up / spin down), eV: 0.87 / 0.85
Charge: -2
Gap between HOMO and LUMO (spin up / spin down), eV: 5.08 / 5.05

Which charges does Mulliken predict for the atoms? In e, they are: C -0.605; C -0.659; C -0.528; H 0.484; C -0.615; C -0.485; H 0.441; H 0.388; H 0.531; H 0.430; Pd 0.879; Cl -0.709; C -0.500; C -0.350; C -0.881; H 0.402; C -0.581; C -0.536; H 0.315; H 0.449; H 0.444; H 0.399; C -0.997; C 0.606; O -0.731; O -0.380; H 0.348; H 0.206; H 0.234

***

(3)
Density functional theory data (ωB97M-V/def2-TZVPD) for a 2-piece molecular cluster, C12H13FO8 overall at a distorted geometry.

Geometry (Å):
C -2.813 -3.073 0.982
O -3.095 -3.136 -0.453
C -3.369 -1.810 -0.971
O -4.475 -1.276 -0.199
C -4.345 0.122 0.020
O -4.712 0.907 -0.890
O -3.854 0.523 1.278
C -2.959 1.672 1.184
C -1.630 1.187 0.413
C -0.273 1.792 1.065
F -1.651 1.540 -0.988
H -3.717 -3.376 1.619
H -2.008 -3.877 1.172
H -2.396 -2.062 1.313
H -3.593 -1.942 -2.084
H -2.399 -1.214 -0.895
H -2.639 1.931 2.262
H -3.443 2.603 0.743
H -1.561 0.054 0.580
H -0.311 1.776 2.208
H 0.583 1.101 0.720
H -0.040 2.844 0.667
C 4.982 1.612 -1.042
C 5.778 0.686 -1.649
C 5.308 -0.759 -1.441
O 5.842 -1.740 -1.964
C 4.152 -0.994 -0.558
C 3.367 -0.069 0.059
C 3.773 1.379 -0.237
O 3.146 2.366 0.166
O 2.372 -0.270 0.819
O 6.816 0.887 -2.342
H 5.230 2.664 -1.143
H 3.933 -2.047 -0.413

Summary:
E_HOMO, eV: 0.13
Charge: -2
Gap between HOMO and LUMO, eV: 3.97

Which charges does Mulliken predict for the atoms? In e, they are: C -0.401; O -0.373; C -0.130; O -0.297; C 0.702; O -0.538; O -0.310; C -0.438; C 0.706; C -0.905; F -0.334; H 0.195; H 0.248; H 0.183; H 0.234; H 0.249; H 0.300; H 0.272; H -0.069; H 0.326; H 0.087; H 0.300; C -0.753; C 0.287; C 0.521; O -0.738; C -0.776; C 0.536; C 0.648; O -0.743; O -0.866; O -0.825; H 0.347; H 0.356